Entry 1:
# C49H75Cl3N5O2SSiW

C49H75Cl3N5O2SSiW as an isolated structure (ωB97M-V/def2-TZVPD, the OMol25 dataset).

Results
Charge: +1
Orbital gap (alpha / beta) (eV): 5.7703 / 5.7931
Molecular weight (u): 1116.52
E_HOMO (alpha / beta) (eV): -9.17 / -9.19
Largest force on an atom (eV Å⁻¹): 5.0

Geometry as XYZ:
```
137
C49H75Cl3N5O2SSiW | the OMol25 dataset | ωB97M-V/def2-TZVPD
W -0.48 -0.38 -0.27
Cl -1.25 2.97 -5.02
Cl 1.28 1.82 -4.31
Cl -2.79 0.81 -3.47
S -2.91 0.70 -0.47
Si -5.58 2.41 1.48
O 0.13 1.24 0.54
O 0.23 -1.39 1.21
N 0.05 -1.89 -1.56
N 1.95 -0.26 -0.67
N -2.25 -1.71 -0.35
N -2.17 -0.10 1.78
N -0.52 0.54 -1.99
C -4.24 1.13 1.99
C 1.31 -2.07 1.72
C -5.95 2.78 -0.31
C 0.45 3.64 0.68
C 1.24 -3.20 2.56
C -2.18 -0.37 3.07
C 3.73 6.08 -1.69
C 2.43 -3.93 2.70
C 0.93 4.75 0.00
C 2.29 0.99 -1.38
C 0.83 3.31 3.09
C -2.19 -3.17 -0.35
C 6.02 -3.68 3.00
C 1.75 4.68 -1.14
C -4.65 -1.48 -1.06
C 2.63 -0.26 0.65
C -0.19 3.83 2.06
C -0.46 -2.01 -2.91
C -5.20 -2.38 0.07
C 3.70 -2.32 1.55
C -4.24 0.79 3.35
C -1.49 3.06 2.21
C 2.40 -1.42 -1.47
C -3.17 0.59 1.27
C 0.07 -3.56 3.48
C -0.40 1.89 -4.01
C 1.93 5.75 -3.39
C -1.30 -3.53 2.80
C 2.55 -1.58 1.33
C 1.69 2.28 -0.89
C -3.21 0.04 3.90
C 1.53 7.20 -1.41
C 1.34 -2.51 -1.39
C 2.18 3.42 -1.50
C 0.20 -4.96 4.10
C -3.25 -1.00 -0.68
C 2.22 5.92 -1.89
C -0.49 5.30 2.38
C 4.64 -5.76 2.96
C 0.15 -2.54 4.64
C -4.57 -2.26 -2.39
C 4.91 -4.43 2.25
C -5.62 -0.33 -1.23
C -7.15 1.81 2.30
C -5.01 4.01 2.26
C 0.73 2.38 0.12
C 3.66 -3.56 2.17
C -0.99 1.10 -3.04
C 5.38 -4.74 0.82
H -1.23 -3.46 0.06
H 0.29 -5.73 3.34
H 1.07 -2.71 5.21
H 1.82 8.03 -2.05
H 3.97 6.20 -0.63
H 1.00 2.24 2.96
H -1.15 5.74 1.63
H -3.98 -3.18 -2.29
H -5.58 -2.54 -2.69
H 0.68 5.73 0.38
H -1.47 -1.63 -2.98
H 4.59 -5.24 0.26
H -5.84 4.71 2.32
H 4.65 -1.91 1.20
H 6.25 -5.39 0.84
H -4.63 3.86 3.28
H -2.99 -3.58 0.26
H -6.54 2.01 -0.80
H -6.54 3.70 -0.32
H 1.52 -3.26 -2.16
H -0.47 -3.07 -3.21
H -5.73 0.22 -0.30
H -6.60 -0.72 -1.52
H -0.70 -2.64 5.32
H 1.41 -3.02 -0.43
H -1.30 2.00 2.20
H 4.28 5.22 -2.07
H -5.04 1.13 3.99
H 1.78 3.83 2.99
H -2.09 -3.50 3.55
H 4.09 6.97 -2.22
H 0.44 7.10 -1.45
H -4.76 -3.37 0.08
H 2.93 3.31 -2.27
H -4.22 4.48 1.67
H 5.55 -6.36 2.95
H 3.86 -6.33 2.46
H -7.35 0.76 2.09
H -4.13 -1.65 -3.17
H -1.98 3.31 3.16
H -2.28 -3.53 -1.37
H 2.23 6.65 -3.93
H 6.31 -2.77 2.49
H 2.02 0.85 -2.41
H -2.18 3.31 1.40
H 2.52 -1.11 -2.51
H 3.69 0.00 0.50
H 6.90 -4.32 3.10
H -7.13 1.94 3.38
H -1.42 -2.67 2.14
H 0.20 -1.51 4.27
H 2.39 -4.84 3.28
H 1.82 7.45 -0.39
H -1.33 -0.91 3.46
H -5.05 2.95 -0.91
H 0.86 5.59 -3.56
H 3.38 1.10 -1.33
H 2.18 0.52 1.26
H -5.05 -1.92 1.06
H 0.46 3.47 4.11
H 1.04 -5.03 4.79
H 0.42 5.91 2.45
H -1.00 5.36 3.34
H 5.68 -3.41 4.01
H -3.19 -0.21 4.95
H 4.36 -5.61 4.00
H 2.47 4.90 -3.82
H -1.44 -4.44 2.21
H -8.01 2.39 1.92
H 0.15 -1.47 -3.64
H -5.28 0.36 -2.00
H 3.36 -1.79 -1.11
H -0.71 -5.16 4.68
H 5.64 -3.82 0.28
H -6.28 -2.50 -0.08
```

***

Entry 2:
# C38H82N4O5

A 5-piece molecular cluster, C38H82N4O5 overall (ωB97M-V/def2-TZVPD, the OMol25 dataset).

Results
Orbital gap (eV): 8.2476
SMILES: CC1(C)CCCC(C)(C)N1O.CC1(C)CCCC(C)(C)N1O.CC1(C)CCCC(C)(C)N1O.CC1(C)CCCC(C)(C)N1O.CCO
Molecular weight (u): 675.10
ΔE to the lowest compared entry with this formula, charge and spin (eV): 5.065
E_HOMO (eV): -7.76
Largest force on an atom (eV Å⁻¹): 5.5

Geometry as XYZ:
```
129
C38H82N4O5 | the OMol25 dataset | ωB97M-V/def2-TZVPD
O 8.94 -5.66 4.67
O 4.16 3.48 -8.15
O -5.82 7.79 -5.33
O 2.52 -0.53 2.89
O -5.66 -4.73 0.83
N -6.52 7.53 -4.19
N -5.56 -3.69 1.75
N 3.89 2.40 -7.39
N 9.15 -5.95 5.99
C -7.99 5.65 -5.14
C -7.93 6.22 -2.00
C 10.86 -4.23 6.39
C -6.54 6.81 -1.79
C -8.68 7.03 -3.07
C 1.46 1.59 2.36
C -8.04 -2.97 1.75
C 10.10 -5.37 8.36
C 3.86 1.50 -5.10
C 4.22 2.74 -5.99
C -5.97 -1.99 4.12
C 8.88 -8.42 5.92
C -6.51 -2.50 1.63
C 2.58 1.80 -7.72
C 3.53 4.04 -5.31
C -4.49 7.95 -2.76
C 2.13 0.76 -6.63
C 8.86 -7.44 8.14
C -5.65 6.94 -3.10
C -5.04 -4.14 3.13
C 5.80 2.93 -5.86
C 9.13 -6.24 9.05
C 8.45 -7.11 6.59
C 2.46 1.04 -5.15
C 2.89 0.93 -8.95
C -7.95 7.01 -4.43
C 9.61 -4.87 6.95
C -6.14 -1.38 2.67
C 1.34 2.70 -8.00
C 1.28 0.26 3.07
C -3.64 -4.74 2.92
C -4.89 -3.04 4.19
C 6.96 -6.87 6.40
C -6.28 -1.75 0.28
C -5.91 -5.26 3.64
C -8.69 7.96 -5.44
C 8.41 -3.77 7.04
C -5.09 5.51 -3.45
H 11.00 -5.97 8.20
H 8.45 -9.34 6.32
H -6.17 -2.56 -0.44
H 4.89 3.14 -8.67
H -3.19 -4.78 3.92
H 8.01 -7.89 8.65
H 0.43 1.91 2.19
H 2.33 -0.30 -6.80
H -5.37 -1.17 0.24
H -3.93 -2.54 4.27
H -8.80 8.03 -2.66
H 11.21 -3.38 6.98
H -4.63 8.96 -2.36
H 1.04 0.71 -6.55
H -7.83 5.16 -2.25
H 3.73 4.99 -5.80
H -4.76 -4.66 0.50
H 4.48 0.76 -5.60
H -5.74 -5.39 4.71
H 10.17 -4.48 8.98
H -9.06 5.55 -5.32
H 2.09 2.33 2.86
H -6.96 -4.97 3.59
H -7.62 5.54 -6.17
H -5.66 -1.15 4.74
H 3.25 1.48 -9.82
H 6.76 -6.81 5.33
H -6.56 7.84 -1.41
H 6.39 -7.79 6.55
H -3.06 -4.00 2.37
H 0.34 -0.23 2.81
H 1.80 1.46 1.33
H 9.56 -6.19 4.16
H 8.79 -2.78 7.26
H -5.68 -6.25 3.25
H 6.09 3.72 -6.56
H 2.48 3.76 -5.37
H 6.05 3.35 -4.89
H -8.72 -2.25 1.31
H -9.74 6.86 -3.23
H -8.55 6.51 -1.15
H 7.54 -4.17 7.56
H -5.20 -0.92 2.35
H 8.63 -8.48 4.86
H -3.69 -5.70 2.43
H 2.43 -1.28 3.49
H -4.02 8.29 -3.69
H 3.52 0.09 -8.65
H -8.60 7.71 -6.50
H -3.74 7.60 -2.05
H 1.67 1.67 -4.75
H 9.61 -6.71 9.92
H -5.89 4.78 -3.36
H -4.73 5.49 -4.47
H 11.62 -4.95 6.09
H -5.10 -3.49 5.16
H -8.18 -3.87 1.14
H -8.42 -3.28 2.72
H 8.17 -5.77 9.25
H -6.94 -2.25 4.54
H 9.97 -8.54 5.92
H 1.51 3.36 -8.86
H -5.77 8.75 -5.27
H 6.65 -5.96 6.92
H -9.76 8.00 -5.24
H 6.35 2.01 -6.07
H 1.08 3.48 -7.28
H -6.22 6.43 -0.82
H -7.13 -1.16 -0.06
H 0.44 2.10 -8.11
H 4.25 1.67 -4.10
H 7.94 -3.64 6.06
H 2.33 0.05 -4.72
H 9.74 -8.07 8.18
H -7.83 4.75 -4.55
H -6.97 -0.67 2.72
H -8.26 8.95 -5.30
H -4.38 5.21 -2.68
H 3.81 4.15 -4.27
H 2.03 0.38 -9.33
H 1.29 0.60 4.11
H 10.47 -3.75 5.49
```

***

Entry 3:
# C6H11O2

An isolated ion of composition C6H11O2 and charge -1 (ωB97M-V/def2-TZVPD, the OMol25 dataset).

Results
Charge: -1
Orbital gap (eV): 7.4159
SMILES: CC[C@H](C)CC(=O)[O-]
Molecular weight (u): 115.15
ΔE to the lowest compared entry with this formula, charge and spin (eV): 0.286
E_HOMO (eV): -3.81
Largest force on an atom (eV Å⁻¹): 1.8

Geometry as XYZ:
```
19
C6H11O2 | the OMol25 dataset | ωB97M-V/def2-TZVPD
O 1.56 1.84 -0.94
O 2.37 1.37 1.09
C -1.11 0.14 -1.39
C 0.82 -0.20 0.15
C -1.18 -1.57 0.48
C -0.69 -0.16 0.02
C -2.70 -1.85 0.57
C 1.61 1.16 0.12
H 1.05 -0.70 1.08
H -3.18 -1.82 -0.41
H -3.23 -1.07 1.12
H -1.16 0.48 0.79
H -0.69 -2.37 -0.08
H -2.81 -2.80 1.08
H -0.45 0.89 -1.84
H -0.97 -0.76 -2.01
H -2.13 0.50 -1.55
H -0.76 -1.66 1.50
H 1.35 -0.69 -0.68
```

***

Entry 4:
# C2H2F5NOP

C2H2F5NOP as an isolated structure (ωB97M-V/def2-TZVPD, the OMol25 dataset).

Results
Charge: -1
Orbital gap (eV): 6.9036
Molecular weight (u): 182.01
ΔE to the lowest compared entry with this formula, charge and spin (eV): 2.419
E_HOMO (eV): -3.17
Largest force on an atom (eV Å⁻¹): 3.3

Geometry as XYZ:
```
12
C2H2F5NOP | the OMol25 dataset | ωB97M-V/def2-TZVPD
P -0.14 0.67 0.29
F 3.62 -2.56 0.45
F 1.86 -3.47 -0.42
F 1.64 2.99 -0.13
F 2.44 1.42 -1.38
F 2.89 1.50 0.84
O 0.60 -0.78 0.53
N 1.91 -1.07 0.30
C 2.33 -2.25 0.13
C 1.91 1.66 -0.10
H 0.16 1.38 1.39
H -1.14 -0.18 1.07
```